Formula: C4H11NOS
Source: the OMol25 dataset
Level of theory: ωB97M-V with the def2-TZVPD basis set

Cartesian coordinates (Å):
C -0.3559 -1.6888 -0.6751
O -0.5885 -2.1329 -2.0072
C -0.3223 -0.0416 -0.5950
C 0.7346 0.2246 0.5573
C 0.5441 1.4829 1.4260
S 0.0800 0.7917 3.1980
N 0.2654 0.6084 -1.7314
H -1.0752 -2.0599 0.0295
H 0.5188 -2.2386 -0.5822
H -1.4070 -1.7785 -2.3879
H -1.3890 0.2367 -0.2890
H 0.7662 -0.6697 1.1603
H 1.7812 0.2232 0.2066
H -0.1814 2.0998 1.0747
H 1.5853 1.8007 1.7507
H -1.2042 1.1823 3.1836
H 0.0967 0.2868 -2.5917
H 0.1510 1.6728 -1.7271

Cartesian forces (eV/Å) of the 2 atoms listed first:
-1.23 2.13 -2.69
-0.94 0.56 -0.39

Its spin multiplicity is 2. Its LUMO energy (spin up / spin down) is -3.50 / -8.85 eV. Its HOMO energy (spin up / spin down) is -14.159 / -13.015 eV. The value obtained for the frontier orbital gap (spin up / spin down) is 10.6571 / 4.1686 eV. The net charge is +1. The calculation puts the largest force on an atom at 0.113 Eh/bohr.

***

Formula: C4H11NOS2
Source: the OMol25 dataset
Level of theory: ωB97M-V with the def2-TZVPD basis set

Cartesian coordinates (Å):
C -0.5326 2.0860 2.4760
N 0.3262 2.2154 1.2824
C 0.7889 0.9815 0.6166
C 0.8132 -0.2248 1.5392
O 1.7178 -1.2415 1.0739
C -0.2752 0.7649 -0.4875
S 0.1868 -0.5339 -1.7070
S -1.3018 -1.8891 -1.5610
H -0.0241 1.8804 3.4147
H -1.1900 1.2332 2.3092
H -1.1925 2.9538 2.5015
H 1.0992 2.8075 1.5519
H 1.7695 1.1956 0.2205
H 1.2431 0.0110 2.5055
H -0.1514 -0.6958 1.7424
H 1.5552 -1.4482 0.1453
H -1.1343 0.3220 0.0163
H -0.4441 1.6869 -1.0132
H -2.2308 -1.5095 -2.4642

Cartesian forces (eV/Å) of the 2 atoms listed first:
-0.52 -0.56 -1.23
0.28 0.35 0.88

Its spin multiplicity is 1. Its LUMO energy is 0.49 eV. Its structure (SMILES) is CN[C@@H](CO)CSS. Its HOMO energy is -8.939 eV. The value obtained for the frontier orbital gap is 9.4255 eV. The net charge is 0. The calculation puts the largest force on an atom at 0.037 Eh/bohr.

***

Formula: C4H11NOSi
Source: the OMol25 dataset
Level of theory: ωB97M-V with the def2-TZVPD basis set

Cartesian coordinates (Å):
C 0.5855 1.1195 -2.0760
O -0.0778 1.8095 -0.9877
C -0.4375 1.3221 0.1977
C -0.8010 2.5079 1.0153
N -0.5356 0.1573 0.6499
Si -0.6644 -1.4761 0.2994
C 0.5010 -2.3629 1.6612
H 1.5985 0.8017 -1.8962
H -0.0354 0.4004 -2.3460
H 0.7281 1.8151 -2.8697
H -0.4101 2.4036 2.0990
H -0.4593 3.4771 0.6178
H -1.9171 2.6659 1.2014
H -1.9216 -2.0656 0.4766
H -0.0943 -1.8410 -1.1111
H 1.0804 -3.2440 1.2579
H 1.1596 -1.5015 2.0540
H 0.0472 -2.7522 2.4725

Cartesian forces (eV/Å) of the 2 atoms listed first:
1.49 2.61 1.85
1.30 0.49 -1.35

Its spin multiplicity is 1. Its LUMO energy is 0.85 eV. Its structure (SMILES) is CO/C(C)=N\[SiH2]C. Its HOMO energy is -9.249 eV. The value obtained for the frontier orbital gap is 10.1037 eV. The net charge is 0. The calculation puts the largest force on an atom at 0.089 Eh/bohr.

***

Formula: C4H11NP
Source: the OMol25 dataset
Level of theory: ωB97M-V with the def2-TZVPD basis set

Cartesian coordinates (Å):
C 0.0800 -0.5624 1.1413
C -0.8734 0.1548 0.3155
C -0.5604 1.4998 -0.2604
C 1.8958 -0.7168 -0.6984
N 0.6853 -1.1696 -0.0637
P -2.3945 -0.5807 -0.3173
H 0.9189 -0.1436 1.7319
H -0.2659 -1.2956 1.7228
H -0.8125 1.5891 -1.4222
H 0.5007 1.6905 0.0705
H -1.1573 2.2170 0.0983
H 2.6418 -1.1078 -0.0021
H 1.8605 -1.0223 -1.6778
H 1.9924 0.4943 -0.7230
H 0.3552 -1.8862 -0.6535
H -3.2678 0.3441 0.1113
H -2.6267 -1.3923 0.7189

Cartesian forces (eV/Å) of the 2 atoms listed first:
2.78 0.60 -1.48
0.18 0.71 -1.19

Its spin multiplicity is 1. Its LUMO energy is -5.27 eV. Its HOMO energy is -13.845 eV. The value obtained for the frontier orbital gap is 8.5702 eV. The net charge is +1. The calculation puts the largest force on an atom at 0.104 Eh/bohr.

***

Formula: C4H11NS
Source: the OMol25 dataset
Level of theory: ωB97M-V with the def2-TZVPD basis set

Cartesian coordinates (Å):
C -3.9207 0.9510 0.9393
S -2.0180 1.0236 0.8783
C -1.3507 -0.7516 0.4399
H -4.3290 0.3006 0.1907
H -4.3033 2.0330 0.7746
H -4.3059 0.6182 1.9290
H -0.3200 -0.8181 0.0984
H -1.6848 -1.3952 1.3048
H -1.9722 -1.0700 -0.4015
C 3.4249 0.8361 -1.0514
C 2.5938 -1.2607 -0.3370
N 3.0716 -0.1070 -0.0570
H 2.4488 1.2138 -1.4093
H 3.9023 0.2834 -1.9003
H 4.0167 1.6336 -0.5991
H 1.9383 -1.6921 0.4489
H 2.8082 -1.7986 -1.2484

Cartesian forces (eV/Å) of the 2 atoms listed first:
0.63 1.31 0.81
-0.27 -0.73 -0.31

Its spin multiplicity is 2. Its LUMO energy (spin up / spin down) is 3.33 / 3.27 eV. Its HOMO energy (spin up / spin down) is 0.863 / -3.586 eV. The value obtained for the frontier orbital gap (spin up / spin down) is 2.4714 / 6.8579 eV. The net charge is -1. The calculation puts the largest force on an atom at 0.061 Eh/bohr.

***

Formula: C4H11NS
Source: the OMol25 dataset
Level of theory: ωB97M-V with the def2-TZVPD basis set

Cartesian coordinates (Å):
C 0.0309 0.2682 2.0178
C -0.8842 -0.8871 1.5442
S -0.3751 -1.9914 0.2029
C 0.1804 -1.1584 -1.3944
N 0.9418 0.0956 -1.0158
C 0.2141 1.3501 -1.5425
H 0.8825 -0.1278 2.6273
H 0.5081 0.8759 1.2456
H -0.6925 0.9634 2.6318
H -1.0731 -1.6066 2.3798
H -1.7826 -0.4378 1.1046
H 0.8116 -1.8436 -2.0659
H -0.7464 -0.7320 -1.7098
H 1.9465 -0.0274 -1.2425
H 0.1314 2.1722 -0.6432
H 0.7997 1.8545 -2.3601
H -0.8931 1.2323 -1.7796

Cartesian forces (eV/Å) of the 2 atoms listed first:
-0.71 0.39 1.44
0.25 1.27 -0.98

Its spin multiplicity is 1. Its LUMO energy is 0.93 eV. Its structure (SMILES) is CCSCNC. Its HOMO energy is -8.141 eV. The value obtained for the frontier orbital gap is 9.0675 eV. The net charge is 0. The calculation puts the largest force on an atom at 0.061 Eh/bohr.

***

Formula: C4H11NS
Source: the OMol25 dataset
Level of theory: ωB97M-V with the def2-TZVPD basis set

Cartesian coordinates (Å):
C 0.6081 -0.8967 -1.6866
C -0.1361 -0.6778 -0.3552
N 0.0960 -1.7384 0.6124
C 0.2364 0.6798 0.2161
C -0.6122 1.0840 1.3963
S -0.8830 2.8603 1.5459
H 0.9708 0.0119 -2.1487
H 0.0857 -1.4671 -2.4664
H 1.4968 -1.5322 -1.5489
H -1.1907 -0.5994 -0.5841
H 1.1009 -1.8141 0.7176
H -0.1961 -2.6287 0.2692
H 1.2786 0.8225 0.5208
H 0.1203 1.3672 -0.6109
H -1.5446 0.5174 1.4563
H -0.1383 0.8467 2.3560
H -1.2925 3.1646 0.3101

Cartesian forces (eV/Å) of the 2 atoms listed first:
0.66 -0.99 -0.43
0.75 0.02 -0.71

Its spin multiplicity is 1. Its LUMO energy is 1.02 eV. Its structure (SMILES) is C[C@@H](N)CCS. Its HOMO energy is -8.888 eV. The value obtained for the frontier orbital gap is 9.9042 eV. The net charge is 0. The calculation puts the largest force on an atom at 0.024 Eh/bohr.

***

Formula: C4H11NS
Source: the OMol25 dataset
Level of theory: ωB97M-V with the def2-TZVPD basis set

Cartesian coordinates (Å):
C -1.2683 0.5728 0.8488
C -0.6601 -0.3815 1.5019
S 2.5908 -0.1210 -0.3312
C -0.7337 0.9707 -0.4980
N -1.2068 -0.0248 -1.4754
C -0.2892 -1.1560 -1.6076
H 1.3375 0.8999 2.5972
H 1.0832 1.5932 2.6754
H -0.7810 -0.7517 2.5170
H 0.1971 -0.9457 1.0207
H 2.4787 1.1031 0.1347
H 0.3632 0.8497 -0.4540
H -1.0264 1.9848 -0.8245
H -2.0501 -0.4845 -1.1464
H 0.6934 -0.7160 -1.4011
H -0.5061 -1.9616 -0.9022
H -0.2221 -1.4314 -2.6552

Cartesian forces (eV/Å) of the 2 atoms listed first:
3.41 -2.58 -0.49
-1.20 0.49 1.26

Its spin multiplicity is 1. Its LUMO energy is -3.49 eV. Its HOMO energy is -7.973 eV. The value obtained for the frontier orbital gap is 4.4814 eV. The net charge is 0. The calculation puts the largest force on an atom at 0.084 Eh/bohr.

***

Formula: C4H11NS
Source: the OMol25 dataset
Level of theory: ωB97M-V with the def2-TZVPD basis set

Cartesian coordinates (Å):
C -0.5110 1.0221 1.3147
C -0.2648 0.4577 -0.0549
C 0.8415 -0.5909 -0.1418
C 0.7070 -1.5668 -1.2982
S -1.2273 -1.3909 2.7228
N 0.0908 1.6358 -0.8734
H -0.8246 0.2859 2.1105
H -1.4433 1.5970 1.3577
H 0.2504 1.6536 1.7671
H -1.1490 -0.0616 -0.4423
H 1.8192 -0.1090 -0.0858
H 0.7690 -1.1909 0.7730
H 0.4747 -1.0488 -2.2297
H 1.3110 -2.4616 -1.2279
H -0.2615 -2.0905 -1.1700
H -0.5313 2.4086 -0.6614
H -0.0508 1.4503 -1.8604

Cartesian forces (eV/Å) of the 2 atoms listed first:
-1.18 0.24 0.38
0.59 0.00 -0.86

Its spin multiplicity is 1. Its LUMO energy is -2.71 eV. Its HOMO energy is -9.383 eV. The value obtained for the frontier orbital gap is 6.6768 eV. The net charge is 0. The calculation puts the largest force on an atom at 0.050 Eh/bohr.

***

Formula: C4H11NS
Source: the OMol25 dataset
Level of theory: ωB97M-V with the def2-TZVPD basis set

Cartesian coordinates (Å):
C 1.4771 -2.0842 -0.7252
C 0.0359 -2.2180 -0.3415
S -0.3542 -0.6323 0.6614
C 0.1549 0.9151 -0.2670
N -0.6916 2.0525 -0.0355
C -1.4941 2.1505 1.1566
H 2.0927 -1.8355 0.1618
H 1.7789 -2.9319 -1.3026
H 1.4351 -1.2325 -1.4117
H -0.5940 -2.5072 -1.1798
H -0.1121 -2.8554 0.5131
H 1.1052 1.0500 0.2440
H 0.5212 0.4624 -1.1774
H -0.1073 2.9397 -0.4173
H -1.2077 2.9968 1.8207
H -2.3965 2.5309 0.6308
H -1.6434 1.1989 1.6697

Cartesian forces (eV/Å) of the 2 atoms listed first:
-0.38 0.89 -0.10
0.02 1.69 1.38

Its spin multiplicity is 1. Its LUMO energy is 1.03 eV. Its structure (SMILES) is CCSCNC. Its HOMO energy is -7.964 eV. The value obtained for the frontier orbital gap is 8.9906 eV. The net charge is 0. The calculation puts the largest force on an atom at 0.095 Eh/bohr.

***

Formula: C4H11NS
Source: the OMol25 dataset
Level of theory: ωB97M-V with the def2-TZVPD basis set

Cartesian coordinates (Å):
C -1.3676 0.3895 0.8080
N -2.0428 -0.8562 0.6829
C -1.9857 -1.4673 -0.6099
C 3.6416 -0.3855 0.2530
S 2.2595 0.5894 -0.3869
C -1.0223 1.5998 -0.1769
H -1.7353 0.8919 1.7315
H -0.3606 0.1342 1.1744
H -2.7496 -1.0632 -1.2890
H -2.3776 -2.5145 -0.4986
H -1.0862 -1.3574 -1.2780
H 3.9832 0.2103 1.1051
H 4.3759 -0.4790 -0.6183
H 3.2018 -1.3600 0.6477
H -0.2050 1.2442 -0.8570
H -1.9125 1.7914 -0.8340
H -0.6169 2.6323 0.1458

Cartesian forces (eV/Å) of the 2 atoms listed first:
-1.18 1.91 1.37
1.62 2.14 -1.76

Its spin multiplicity is 1. Its LUMO energy is -3.39 eV. Its HOMO energy is -7.170 eV. The value obtained for the frontier orbital gap is 3.7847 eV. The net charge is 0. The calculation puts the largest force on an atom at 0.062 Eh/bohr.

***

Formula: C4H11NS
Source: the OMol25 dataset
Level of theory: ωB97M-V with the def2-TZVPD basis set

Cartesian coordinates (Å):
C -0.3631 3.3521 -2.3959
C -1.3378 2.4542 -2.4003
N -1.9110 1.8822 -1.2929
H 0.1497 3.6594 -1.4822
H 0.0090 3.7770 -3.3200
H -1.7602 2.1760 -3.3613
H -1.5261 2.0829 -0.3849
H -2.4210 1.0245 -1.3839
C -0.4130 -2.2576 1.7841
S 1.0083 -1.2567 2.3169
C 2.4207 -2.2356 1.7967
H -0.0101 -3.2195 1.4770
H -0.8997 -1.7654 0.9528
H -1.1724 -2.3357 2.5663
H 3.2447 -1.5472 1.6450
H 2.7078 -2.9486 2.5808
H 2.2743 -2.8419 0.9018

Cartesian forces (eV/Å) of the 2 atoms listed first:
0.75 0.40 0.15
0.04 0.09 -0.31

Its spin multiplicity is 1. Its LUMO energy is 0.78 eV. Its structure (SMILES) is C=CN.CSC. Its HOMO energy is -8.071 eV. The value obtained for the frontier orbital gap is 8.8503 eV. The net charge is 0. The calculation puts the largest force on an atom at 0.019 Eh/bohr.

***

The following ΔE to the lowest compared entry with this formula, charge and spin values (in kcal/mol) correspond, in order, to the records above: 65.9, 38.7, 38.4, 82.2, 70.3, 52.2, 6.6, 181.7, 90.1, 57.7, 151.5, 25.0.